{
  "formula": "C2H5ClS2",
  "method": "ωB97M-V/def2-TZVPD",
  "species": ["C", "C", "S", "S", "Cl", "H", "H", "H", "H", "H"],
  "xyz": [[-0.01776, 0.95821, -1.04863], [-0.81642, -0.61763, 0.46855], [0.02690, -1.95711, -0.09626], [-0.45735, 0.13716, 1.99129], [1.56115, 1.03889, -0.48903], [-0.13167, 0.37586, -1.88205], [-0.71090, 1.82677, -0.89716], [-1.82008, -0.79481, 0.24779], [1.43410, -1.49957, 0.01580], [0.93202, 0.53222, 1.68970]],
  "atomic_forces_ev_per_a": [[-2.80, 0.03, 3.58], [2.29, 3.15, -1.40], [3.33, -1.62, -0.39], [1.71, 0.69, 0.40], [1.03, 0.70, -0.07], [-0.25, -1.19, -2.05], [1.17, -0.78, -0.16], [-1.75, 0.35, -0.18], [-2.50, -0.57, -0.04], [-2.25, -0.76, 0.32]],
  "mulliken_charge": [-0.50, -0.44, -0.13, -0.13, -0.13, 0.39, 0.30, 0.38, 0.14, 0.13],
  "lumo_energy_ev": 0.277,
  "homo_lumo_gap_ev": 8.174,
  "homo_ev": -7.8974,
  "multiplicity": 1,
  "largest_force_ev_per_a": 4.541
}

{
  "formula": "C9H23CaNO7S",
  "method": "ωB97M-V/def2-TZVPD",
  "species": ["Ca", "S", "O", "O", "O", "O", "C", "O", "C", "C", "N", "C", "C", "O", "C", "H", "H", "H", "H", "H", "H", "H", "H", "H", "H", "H", "H", "H", "H", "H", "C", "C", "C", "O", "H", "H", "H", "H", "H", "H", "H", "H"],
  "xyz": [[26.04186, -2.75920, 3.19989], [26.22952, -5.06003, 6.28139], [26.75409, -4.78857, 7.64820], [25.01600, -4.30277, 5.85961], [27.30818, -4.62066, 5.34837], [26.04634, -6.49789, 6.35147], [28.17910, -0.53800, 5.04665], [26.84692, -0.43571, 4.58095], [26.24555, 0.89282, 4.72451], [24.64412, 0.70102, 4.64882], [24.23265, 0.03365, 3.36828], [24.14134, 0.91231, 2.22071], [23.25579, 2.13392, 2.30854], [22.02720, 1.99314, 3.00398], [21.19401, 0.97445, 2.41281], [28.24362, -0.58459, 6.13374], [28.84048, 0.26799, 4.72877], [28.71514, -1.43664, 4.74133], [26.63405, 1.51819, 3.92072], [26.51853, 1.46127, 5.61360], [24.24882, 1.71358, 4.72979], [24.34947, 0.01793, 5.44549], [23.24310, -0.01954, 3.56336], [23.65837, 0.28408, 1.47226], [25.13614, 1.21484, 1.89368], [23.08392, 2.59097, 1.33404], [23.84428, 2.88299, 2.83832], [21.44890, -0.07566, 2.55563], [21.15801, 1.03320, 1.32499], [20.18638, 1.18535, 2.77103], [24.21325, -7.56267, 1.85601], [24.77511, -6.43747, 0.90282], [24.26433, -6.53916, -0.56364], [24.20545, -5.24121, 1.42242], [24.90249, -8.37512, 1.62585], [23.19092, -7.78768, 1.55217], [24.32431, -7.34779, 2.91883], [25.86385, -6.42813, 0.85127], [24.68522, -5.82349, -1.26987], [23.19358, -6.50152, -0.76409], [24.47986, -7.53657, -0.94683], [23.28740, -5.50854, 1.50799]],
  "atomic_forces_ev_per_a": [[-0.29, -1.12, 3.31], [1.42, -1.10, 4.12], [-0.80, 1.98, -0.68], [-0.77, 0.97, -0.98], [0.92, 1.30, -3.16], [-1.04, -0.96, -2.29], [1.26, 0.12, 0.93], [-0.42, 0.21, -0.31], [-1.59, -1.09, -0.78], [3.09, 0.01, -0.75], [-0.36, 0.58, 1.54], [-0.13, -0.49, -1.41], [0.48, 1.34, 1.02], [0.28, -1.52, -0.57], [-0.56, 0.87, -0.35], [-0.40, 0.13, 0.13], [-0.35, 0.44, -0.28], [-0.70, -0.40, -0.42], [-0.20, -0.04, -0.42], [0.07, -0.76, 0.53], [-0.41, -0.17, 0.27], [-0.05, 0.39, 0.15], [-0.43, -1.16, 0.26], [0.50, -0.17, -0.50], [-0.04, 0.03, -0.26], [-0.01, -0.37, -0.39], [-0.36, 0.31, 0.34], [0.34, -0.02, 0.82], [0.09, 0.56, -0.26], [0.13, -0.29, 0.11], [1.84, 0.18, -1.75], [-2.23, -0.70, -0.29], [0.30, -1.27, -0.22], [0.81, 1.52, 0.25], [-0.56, -0.72, 0.25], [0.01, -0.18, 0.20], [-0.08, 0.34, -0.16], [-0.04, 0.39, 0.54], [0.39, 0.14, 0.35], [-0.33, 0.34, 0.89], [0.48, -0.12, -0.12], [-0.26, 0.51, 0.32]],
  "mulliken_charge": [1.45, 1.26, -0.74, -0.75, -0.75, -0.68, -0.79, -0.14, -0.72, -0.73, 0.05, -0.89, -0.70, -0.36, -0.73, 0.30, 0.35, 0.25, 0.38, 0.44, 0.35, 0.45, 0.20, 0.45, 0.31, 0.44, 0.40, 0.27, 0.33, 0.28, -1.27, 0.24, -1.27, -0.47, 0.34, 0.37, 0.39, 0.36, 0.32, 0.34, 0.37, 0.31],
  "lumo_energy_ev": -2.546,
  "homo_lumo_gap_ev": 2.979,
  "homo_ev": -5.5255,
  "multiplicity": 1,
  "largest_force_ev_per_a": 4.493
}

{
  "formula": "C20H28NO2PbS",
  "method": "ωB97M-V/def2-TZVPD",
  "species": ["O", "C", "C", "H", "H", "C", "H", "H", "C", "H", "H", "H", "C", "H", "H", "H", "Pb", "C", "C", "C", "H", "C", "C", "H", "H", "H", "H", "C", "C", "C", "H", "C", "C", "H", "H", "H", "H", "O", "C", "C", "H", "H", "C", "H", "H", "C", "H", "H", "H", "H", "S", "C", "N"],
  "xyz": [[-0.99712, 1.73707, -0.20381], [-0.08253, 1.45660, -1.31102], [-0.52415, 2.68961, -2.06525], [-0.43200, 0.49918, -1.73534], [0.96625, 1.43137, -1.04402], [-1.74622, 2.62376, -1.06566], [-0.71598, 2.54761, -3.13074], [0.11743, 3.57023, -1.89311], [-2.90696, 1.85769, -1.66313], [-2.52983, 1.08855, -2.34596], [-3.62184, 2.47822, -2.21899], [-3.43603, 1.32264, -0.87008], [-2.11756, 3.72445, -0.09382], [-1.19164, 4.18075, 0.29373], [-2.62492, 3.23488, 0.75813], [-2.77535, 4.48007, -0.52205], [1.32587, -1.98598, 0.50812], [1.28017, 1.40651, 3.11862], [2.15944, 0.32280, 3.25436], [2.60774, -0.07309, 1.95432], [2.51195, -0.12284, 4.19113], [2.06347, 0.86306, 1.01939], [1.19292, 1.73091, 1.73693], [0.56302, 2.51291, 1.31831], [0.73968, 1.89455, 3.93173], [3.33707, -0.86415, 1.75456], [2.44227, 0.98172, -0.00977], [-0.78420, -1.86021, 3.23986], [-1.31270, -0.47142, 3.40058], [-1.67723, 0.06578, 2.18627], [-1.39571, -0.01050, 4.38482], [-1.34718, -0.86051, 1.14964], [-0.73977, -2.01078, 1.70778], [-0.93932, -3.01851, 1.35440], [-1.47245, -2.62592, 3.67099], [-2.14477, 1.03832, 2.02892], [-1.57923, -0.73345, 0.08806], [0.45725, -1.82327, -1.94565], [0.24635, -1.28952, -3.32522], [1.01180, -2.17644, -4.31979], [0.73084, -0.30614, -3.30665], [-0.82912, -1.20845, -3.53806], [1.76008, -3.19833, -3.48977], [1.71507, -1.58594, -4.90416], [0.36042, -2.74696, -4.98345], [1.63439, -2.66735, -2.05951], [2.83946, -3.24612, -3.67092], [1.27058, -4.17926, -3.54000], [2.54538, -2.01665, -1.92908], [1.54646, -3.57958, -1.41821], [1.16613, -1.28847, 6.53570], [0.76200, -1.74402, 5.10067], [0.57033, -2.04539, 3.91624]],
  "atomic_forces_ev_per_a": [[0.76, -0.35, -1.19], [-0.39, -0.55, 0.55], [-0.80, 0.67, 0.38], [0.54, 0.47, -0.07], [-0.16, -0.28, 0.24], [0.42, -0.04, 0.42], [-0.18, 0.22, 0.06], [-0.20, -0.41, -0.05], [-0.41, -0.22, -0.15], [-0.05, 0.10, 0.02], [0.20, 0.03, 0.12], [-0.06, 0.17, 0.03], [-0.02, 0.34, -0.25], [-0.42, -0.07, -0.17], [0.16, 0.24, -0.38], [-0.04, 0.16, 0.02], [0.88, 1.01, 2.78], [0.42, -0.12, -0.53], [0.33, -0.26, -0.24], [0.15, 0.20, 0.83], [-0.35, 0.15, -0.48], [-0.29, 0.20, 0.00], [0.68, -0.02, 0.06], [0.29, -0.26, 0.09], [0.16, -0.15, -0.30], [0.18, 0.60, 0.14], [-0.40, -0.18, 0.64], [0.25, 0.25, -0.53], [-0.64, 0.53, 0.14], [0.33, -0.83, 0.51], [0.10, 0.01, -0.34], [-1.02, 0.29, -0.35], [-0.15, -0.61, 0.32], [-0.30, 0.02, -0.11], [0.56, 0.30, -0.15], [0.35, -0.29, 0.06], [0.16, -0.01, 0.51], [-0.01, -1.03, -2.74], [0.60, 0.05, 0.84], [-0.18, -0.31, -0.30], [-0.43, 0.02, -0.17], [0.36, 0.00, 0.31], [-0.25, -0.02, 0.92], [-0.20, 0.11, -0.17], [-0.14, 0.48, -0.20], [0.50, -0.18, -1.25], [-0.35, -0.38, -0.43], [0.39, 0.13, -0.23], [-0.79, -0.88, 0.64], [0.42, 1.17, -0.06], [0.20, 0.16, 0.97], [-0.49, -1.10, -4.26], [-0.66, 0.45, 3.52]],
  "mulliken_charge": [-0.15, 0.62, -0.58, -0.54, -0.28, 1.09, 0.30, 0.27, -1.42, 0.26, 0.41, 0.24, -1.38, 0.33, 0.20, 0.44, 0.50, -0.99, -0.32, -1.17, 0.63, -1.08, 0.08, 0.38, 0.45, 0.71, 0.68, 0.49, -0.86, -0.20, 0.42, -0.44, -1.40, 0.63, 0.40, 0.20, 0.44, -0.23, -0.51, -0.56, 0.23, 0.34, -0.66, 0.31, 0.24, -0.49, 0.31, 0.29, 0.39, 0.27, -0.45, 0.45, -0.26],
  "charge": -1,
  "lumo_energy_ev": [2.404, 2.430],
  "homo_lumo_gap_ev": [3.611, 3.088],
  "homo_ev": [-1.2076, -0.6580],
  "multiplicity": 1,
  "largest_force_ev_per_a": 4.425
}